Entry 1:
Formula: C9H18Si
Source: OMol25
Level of theory: ωB97M-V/def2-TZVPD

Computed properties:
Total charge ... 0
Orbital gap ... 10.1159 eV
Energy ... -17501.70658 eV
Multiplicity ... 1
Maximum force ... 8.06 eV/Å
Relative energy (zero: lowest compared OMol25 entry of this formula, charge and spin) ... 0.0000 eV
SMILES ... CC(C)(C)C#C[Si](C)(C)C
Lowest unoccupied orbital energy ... 0.77 eV

Geometry (Å):
1 C -0.20606 1.07314 -0.22507
2 C -0.85270 -0.02212 -0.45714
3 C 1.82246 2.24874 -0.78711
4 C -0.10862 3.48286 0.18763
5 C 1.15713 1.76258 1.60720
6 C 0.63564 2.14663 0.18580
7 C -2.22157 -2.70299 -1.36889
8 C 0.70927 -2.65888 -0.91001
9 C -1.21296 -2.39703 1.43965
10 Si -0.85761 -1.83987 -0.32237
11 H 2.50607 3.02958 -0.45530
12 H 2.38700 1.29712 -0.81215
13 H 1.50888 2.55610 -1.78373
14 H -0.94872 3.44083 0.88772
15 H -0.51385 3.64944 -0.79894
16 H 0.51323 4.31261 0.49389
17 H 1.78112 2.52479 2.01111
18 H 0.32763 1.60739 2.29255
19 H 1.77373 0.85704 1.59147
20 H -2.33693 -3.77698 -1.21079
21 H -1.87332 -2.60398 -2.39114
22 H -3.20045 -2.20864 -1.28822
23 H 0.55806 -3.49179 -1.59300
24 H 1.19949 -1.89052 -1.52045
25 H 1.38548 -2.96382 -0.12111
26 H -0.71236 -1.71986 2.11511
27 H -0.92783 -3.45131 1.58557
28 H -2.29222 -2.26107 1.64771

Cartesian forces, eV/Å:
-4.06 -6.82 -1.41
3.60 5.53 1.16
0.52 -0.22 0.15
-0.65 -0.44 0.57
-0.34 -0.43 -0.50
1.28 0.95 0.61
0.27 0.95 0.06
0.47 0.92 -0.64
-0.63 0.49 -0.25
-1.63 -2.16 -0.01
0.07 0.03 0.23
-0.34 0.45 -0.20
-0.14 -0.33 -0.08
0.02 0.00 -0.09
-0.09 0.28 -0.31
0.37 0.12 -0.06
0.47 0.90 0.22
-0.10 -0.05 0.00
-0.29 0.01 -0.21
0.13 0.10 0.38
-0.16 0.09 -0.48
0.23 -0.19 -0.03
-0.30 -0.16 0.15
0.34 -0.14 0.09
0.14 0.02 0.19
0.42 -0.11 0.53
-0.06 0.47 0.05
0.43 -0.25 -0.12

---

Entry 2:
Formula: C9H19AlF5O
Source: OMol25
Level of theory: ωB97M-V/def2-TZVPD

Computed properties:
Total charge ... -1
Orbital gap ... 7.5964 eV
Energy ... -31874.88675 eV
Multiplicity ... 1
Maximum force ... 1.16 eV/Å
Lowest unoccupied orbital energy ... 2.63 eV

Geometry (Å):
1 C -3.49814 -0.49055 1.63965
2 C -2.53891 -0.89271 0.53033
3 C -2.37255 0.16791 -0.54728
4 C -1.27365 -0.22637 -1.54941
5 C 0.12543 0.24451 -1.13983
6 C 1.25593 -0.66721 -1.64662
7 C 2.43002 -0.88698 -0.66829
8 Al 1.99728 -1.31778 1.26471
9 C 2.50088 0.38994 2.39798
10 F 3.56575 1.08834 1.85452
11 F 2.93931 0.01784 3.65977
12 C 1.42633 1.45615 2.65581
13 F 1.33131 2.30228 1.58654
14 F 1.66222 2.23613 3.75497
15 F 0.18978 0.89234 2.84210
16 H -4.46129 -0.19272 1.22981
17 H -3.09927 0.32721 2.23119
18 H -3.64764 -1.32845 2.31593
19 H -1.55829 -1.06408 0.97241
20 H -2.83945 -1.82956 0.06807
21 H -2.10549 1.12027 -0.09411
22 H -3.32076 0.28567 -1.07445
23 H -1.29950 -1.30835 -1.66432
24 H -1.51076 0.19171 -2.52622
25 H 0.18896 0.40995 -0.06811
26 H 0.25425 1.21706 -1.60864
27 H 0.86106 -1.62081 -1.98784
28 H 1.65390 -0.19419 -2.54616
29 H 3.10854 -0.03502 -0.72482
30 H 3.00171 -1.74259 -1.03549
31 H 0.46702 -1.73540 1.51962
32 H 2.98311 -2.47105 1.82329
33 O 0.46682 1.54555 -4.30536
34 H 1.26756 2.07749 -4.30375
35 H -0.15147 2.03344 -4.85600

Cartesian forces, eV/Å:
0.05 -0.32 -0.17
0.39 0.52 0.30
0.16 -0.43 -0.37
-0.29 0.26 0.31
-0.05 -0.21 -0.56
0.51 0.52 0.12
-0.53 -0.23 0.17
0.29 -0.05 -0.33
-0.32 -0.27 -0.01
0.17 0.12 -0.03
-0.07 -0.04 0.17
-0.60 0.51 0.01
-0.15 -0.57 0.76
-0.19 -0.38 -0.71
1.02 0.56 -0.10
-0.21 0.06 0.03
0.07 0.23 0.02
-0.15 -0.08 0.15
0.11 -0.19 0.04
-0.15 -0.18 -0.08
-0.10 0.24 0.10
-0.18 0.18 -0.01
0.08 -0.22 -0.01
0.02 0.00 -0.21
-0.04 -0.23 0.26
0.10 0.32 0.17
-0.20 -0.24 0.18
-0.04 -0.09 -0.30
0.12 0.17 0.09
0.21 -0.07 -0.05
-0.10 0.05 0.05
0.11 0.04 0.08
-0.04 0.01 -0.12
0.06 -0.01 0.08
-0.04 0.03 0.00

---

Entry 3:
Formula: C9H19BF3N3O6S2
Source: OMol25
Level of theory: ωB97M-V/def2-TZVPD

Computed properties:
Total charge ... -1
Orbital gap (alpha / beta) ... 8.1960 / 8.8805 eV
Energy ... -56898.92052 eV
Multiplicity ... 2
⟨S²⟩ ... 0.754
Maximum force ... 0.84 eV/Å
Lowest unoccupied orbital energy (alpha / beta) ... 2.27 / 2.27 eV

Geometry (Å):
1 C 1.26579 -1.10994 -0.84968
2 C -0.02774 -0.46603 -1.34606
3 C -0.60731 -1.38176 -2.43047
4 C -1.03329 -0.38633 -0.16837
5 C -1.38400 1.01587 0.34578
6 F -1.63382 0.85465 1.74025
7 B -2.76870 1.54366 -0.23097
8 N -4.02875 1.11059 0.34511
9 O -2.81973 2.41756 -1.28022
10 C -0.20148 1.97199 0.25799
11 C 0.60292 1.98680 -1.06985
12 C 2.10678 1.95932 -0.76252
13 C 0.34489 3.30620 -1.80715
14 N 0.19733 0.86715 -1.96642
15 O -0.66507 1.17760 -2.85924
16 H 1.05185 -2.15073 -0.61473
17 H 2.04041 -1.08765 -1.61673
18 H 1.63733 -0.66731 0.06928
19 H -1.65181 -1.16006 -2.62974
20 H -0.55024 -2.40745 -2.06805
21 H -0.03007 -1.30645 -3.34961
22 H -0.62822 -0.93448 0.68302
23 H -1.95229 -0.89809 -0.45729
24 H -4.52873 0.53525 -0.32347
25 H -3.89256 0.55223 1.17999
26 H -3.64262 2.90409 -1.23500
27 H 0.46303 1.67172 1.07149
28 H -0.52441 2.98920 0.47672
29 H 2.47460 0.98150 -0.48415
30 H 2.67459 2.35552 -1.60354
31 H 2.28150 2.61544 0.09098
32 H 0.66523 3.24563 -2.84295
33 H -0.69234 3.61472 -1.73193
34 H 0.95630 4.06884 -1.31912
35 N 1.33302 -3.20123 4.01576
36 S 0.62517 -4.09652 2.91323
37 O 1.39411 -5.21239 2.46872
38 O -0.13091 -3.37224 1.94038
39 F -0.47285 -4.73040 3.86649
40 S 2.57506 -2.36143 3.54366
41 O 3.28858 -1.82946 4.65569
42 O 2.32391 -1.51705 2.42008
43 F 3.56451 -3.46852 2.96264

Cartesian forces, eV/Å:
0.08 0.07 0.02
-0.04 -0.64 -0.18
0.06 -0.07 0.15
-0.10 0.15 -0.01
0.22 0.08 -0.31
-0.15 0.08 0.16
-0.36 -0.05 0.04
0.58 -0.47 0.04
0.49 0.22 0.15
0.29 -0.38 0.20
0.19 0.58 -0.18
-0.12 0.04 0.13
0.17 0.10 0.30
-0.59 0.10 0.59
0.15 0.01 -0.26
0.00 -0.03 0.10
0.05 0.06 -0.04
0.05 -0.02 0.06
0.02 0.15 -0.19
-0.02 -0.05 0.04
-0.02 0.01 -0.07
0.03 -0.02 0.06
-0.04 -0.08 0.05
-0.40 0.31 0.01
-0.05 0.02 0.02
-0.42 -0.04 -0.29
0.04 -0.05 0.01
-0.03 0.06 0.03
0.09 -0.05 -0.06
0.05 -0.16 -0.11
0.05 0.09 -0.02
-0.11 -0.03 -0.10
-0.11 -0.11 -0.29
-0.03 0.04 0.07
0.29 -0.16 -0.26
-0.39 -0.01 0.18
0.06 -0.09 -0.03
-0.06 0.08 -0.07
0.08 0.10 0.02
0.15 -0.12 0.06
-0.22 0.06 0.21
0.01 0.20 -0.24
0.04 0.05 -0.01